Molecular formula: C5H14O3
Method: DFT, ωB97M-V/def2-TZVPD

Summary:
Energy above the lowest of the compared OMol25 structures with the same formula, charge and spin = 69.6 kcal/mol
F_max = 6.77 eV/A
HOMO energy = -0.3465 hartree
Gap between HOMO and LUMO = 9.9191 eV

Geometry as ORCA input:
```
! wB97M-V def2-TZVPD RIJCOSX def2/J DEFGRID3
* xyz 0 1
C 2.704 -1.252 -1.238
C 2.107 -0.269 -0.248
C 1.534 0.905 -0.296
C 1.309 1.536 1.049
C 0.213 2.148 1.610
H 3.045 -2.223 -0.890
H 3.529 -0.804 -1.643
H 1.994 -1.376 -2.010
H 2.172 -0.513 0.732
H 1.472 1.667 -1.061
H 2.315 1.775 1.424
H 0.352 2.927 2.433
H -0.716 2.049 1.055
H -0.287 -4.571 3.368
H 0.797 -3.547 3.581
O 0.341 -4.284 3.981
H -6.823 -0.767 -1.860
H -5.799 0.178 -2.480
O -6.178 0.012 -1.601
H -1.069 2.056 -2.923
H -0.175 1.906 -1.920
O -0.164 2.125 -2.763
*
```